The following is a quantum chemistry calculation of a single C7H13N molecule, from the Open Molecules 2025 dataset.

```
21
Properties=species:S:1:pos:R:3:forces:R:3:nbo_charge:R:1
C 1.2935 0.7558 -0.2630 1.181 0.324 1.925 -0.19
C 0.0373 0.5960 -1.1620 3.149 2.356 -1.542 -0.48
C -1.1422 0.3480 -0.3379 -2.694 -2.267 1.151 0.06
C -2.0407 1.2312 0.1140 1.648 1.055 -0.561 -0.41
C -1.4259 -1.1855 0.0280 1.391 0.573 -3.147 -0.46
C -0.5211 -1.7170 1.1027 -1.873 0.822 1.131 -0.17
C 0.6382 -2.3293 1.0488 0.706 -1.615 -0.256 -0.41
N 2.2798 1.8193 -0.5634 -1.827 2.250 -3.521 -0.88
H 0.9071 0.8250 0.7621 0.058 0.408 0.014 0.17
H 1.9566 -0.1033 -0.1871 -0.529 -0.680 -0.426 0.19
H 0.3602 -0.1007 -1.9523 -0.995 -0.330 0.380 0.23
H 0.0540 1.5838 -1.7293 -0.781 -0.920 0.732 0.22
H -1.9007 2.2891 -0.0708 0.159 0.155 -0.415 0.19
H -2.8320 1.1080 0.8148 -0.503 -0.986 0.272 0.20
H -2.4686 -1.2796 0.3285 0.106 -0.058 -0.087 0.22
H -1.2605 -1.7066 -1.0140 -0.409 0.539 2.014 0.21
H -1.0689 -1.4998 2.0594 1.298 -0.288 -0.391 0.20
H 1.0935 -2.7535 0.1581 -0.281 0.711 -0.570 0.19
H 1.1843 -2.7634 1.8782 -0.369 0.568 0.606 0.20
H 2.8996 2.1898 0.1076 0.347 -0.297 1.345 0.37
H 1.9565 2.6926 -1.1224 0.218 -2.320 1.345 0.35
```
Forces are in eV/Å.

Results
E_LUMO: 0.0397 Ha
Kohn-Sham gap: 0.3574 Eh
maximum force: 4.6 eV/A
HOMO energy: -8.6448 eV
energy relative to the best compared isomer or geometry (same formula, charge and spin): 2.769 eV
total energy: -329.16969 a.u.

The following is a quantum chemistry calculation of a 5-piece molecular cluster, C20H41NO16 overall, from the Open Molecules 2025 dataset.

```
78
Properties=species:S:1:pos:R:3:forces:R:3:mulliken_charge:R:1
C 6.3471 -2.9633 2.4176 -0.203 -0.127 -0.181 -1.14
C 5.5726 -2.7987 1.1232 0.544 -0.060 -0.025 -0.05
O 5.1366 -1.4653 0.8906 -0.425 -0.315 -0.444 -0.43
C 4.0506 -1.0702 1.6840 0.272 1.140 0.452 -0.69
N 2.8500 -1.8348 1.5132 -0.084 -0.429 0.413 0.39
O 2.4074 -2.0585 0.2225 -0.049 0.078 -0.292 -0.35
C 2.5305 -2.7872 2.4650 -0.452 -0.206 1.315 0.42
O 2.4491 -2.5324 3.6555 0.706 -0.328 -1.424 -0.60
O 2.2672 -4.0337 1.9652 0.406 0.595 -0.573 -0.39
H 6.4906 -4.0226 2.6066 0.018 -0.184 0.122 0.34
H 7.3288 -2.5138 2.3319 0.112 0.234 0.069 0.32
H 5.8151 -2.5338 3.2584 -0.023 0.021 0.239 0.32
H 4.7450 -3.5048 1.0510 -0.232 -0.009 0.108 0.14
H 6.2452 -3.0281 0.3029 -0.015 0.007 -0.247 0.40
H 4.3151 -1.1067 2.7362 -0.261 -0.195 0.268 0.47
H 3.8728 -0.0250 1.4565 -0.021 0.119 -0.364 0.18
H 3.1746 -2.2261 -0.3437 0.252 -0.123 0.175 0.34
H 2.6155 -4.6651 2.6004 -0.336 -0.096 0.458 0.30
C -0.6143 -3.7107 0.4644 -0.288 0.028 -0.027 -0.81
C -0.2729 -5.1760 0.6068 0.022 0.249 -0.192 0.02
O -1.4482 -5.9483 0.9281 0.132 -0.152 0.038 -0.39
C -2.2735 -6.1857 -0.0802 -0.068 0.081 0.126 0.76
O -2.1236 -5.8426 -1.2265 0.193 -0.035 0.187 -0.60
O -3.3196 -6.8669 0.3837 -0.061 -0.073 -0.005 -0.35
C -4.3324 -7.1236 -0.5931 -0.169 -0.079 -0.043 -0.62
H -1.1211 -3.3522 1.3624 0.097 -0.009 0.047 0.28
H 0.2851 -3.1246 0.3065 0.094 0.018 0.003 0.04
H -1.2833 -3.5459 -0.3797 0.042 -0.044 -0.038 0.38
H 0.4071 -5.3282 1.4317 -0.086 -0.129 0.204 0.18
H 0.2005 -5.5715 -0.2923 -0.162 -0.031 -0.067 0.26
H -3.9141 -7.6102 -1.4720 0.042 0.062 -0.021 0.28
H -4.8260 -6.1952 -0.8782 0.064 0.011 -0.077 0.30
H -5.0529 -7.7861 -0.1232 0.055 0.012 0.110 0.25
C 0.4323 2.5405 1.9160 0.160 0.010 0.221 -1.05
C 0.6171 3.6904 0.9510 -0.262 -0.331 -0.169 -0.26
O 1.2621 4.8102 1.5800 -0.056 0.085 -0.077 -0.27
C 2.5735 4.6844 1.7572 -0.153 0.043 0.101 0.69
O 3.2510 3.7485 1.4279 0.145 -0.105 -0.061 -0.57
O 3.0095 5.7813 2.3793 0.072 0.053 0.031 -0.22
C 4.3985 5.7520 2.7172 0.153 0.118 0.059 -0.74
H -0.0962 2.8745 2.8097 -0.108 -0.002 -0.059 0.30
H -0.1356 1.7362 1.4492 -0.028 0.030 -0.029 0.37
H 1.3932 2.1398 2.2357 0.019 -0.028 -0.084 0.23
H -0.3488 4.0627 0.6164 0.036 0.182 0.078 0.32
H 1.1759 3.3866 0.0664 0.149 0.036 0.074 0.31
H 5.0083 5.5293 1.8451 -0.028 -0.089 -0.009 0.34
H 4.5797 5.0187 3.5012 0.019 -0.072 -0.066 0.31
H 4.6468 6.7426 3.0879 -0.111 0.031 0.000 0.22
C -6.8198 -3.9565 -6.6986 0.229 0.052 -0.006 -1.09
C -7.0074 -5.2063 -5.8653 -0.333 0.171 -0.086 -0.18
O -5.7944 -5.9620 -5.7535 -0.043 -0.065 -0.041 -0.38
C -4.8987 -5.4786 -4.8905 0.008 -0.125 0.002 0.78
O -5.0411 -4.5045 -4.1983 -0.025 0.117 0.067 -0.56
O -3.8322 -6.2680 -4.9200 0.142 -0.051 -0.045 -0.37
C -2.7463 -5.8325 -4.0838 0.070 0.066 -0.040 -0.55
H -6.4033 -4.2097 -7.6742 -0.093 -0.035 -0.033 0.29
H -7.7746 -3.4509 -6.8432 -0.023 -0.031 -0.005 0.35
H -6.1335 -3.2633 -6.2147 -0.047 0.002 0.070 0.31
H -7.7182 -5.8747 -6.3478 0.112 -0.126 -0.007 0.29
H -7.3923 -4.9722 -4.8730 0.130 0.038 0.046 0.31
H -3.0706 -5.6659 -3.0641 -0.079 0.057 -0.177 0.31
H -2.3046 -4.9246 -4.4941 -0.068 0.043 0.035 0.34
H -2.0033 -6.6243 -4.0943 -0.105 -0.102 -0.096 0.21
C 1.9739 9.0548 2.3379 -0.042 0.301 -0.138 -0.81
C 0.6759 8.2829 2.4315 0.362 -0.262 0.102 -0.07
O -0.4681 9.1385 2.2668 -0.026 -0.003 0.096 -0.39
C -0.7356 9.4982 1.0165 -0.059 -0.028 0.111 0.76
O -0.1365 9.1578 0.0309 0.070 -0.016 -0.128 -0.56
O -1.8001 10.3025 1.0376 -0.056 0.056 -0.013 -0.35
C -2.1655 10.8246 -0.2406 -0.136 0.098 -0.098 -0.64
H 1.9780 9.8868 3.0440 0.001 -0.073 0.086 0.33
H 2.8158 8.4008 2.5561 -0.031 -0.048 0.029 0.01
H 2.1135 9.4722 1.3413 -0.013 -0.086 -0.044 0.29
H 0.5741 7.8495 3.4242 -0.179 0.076 0.026 0.35
H 0.6387 7.4661 1.7132 -0.027 0.082 -0.099 0.28
H -2.2969 10.0255 -0.9664 0.088 -0.021 -0.007 0.30
H -1.4107 11.5269 -0.5908 0.044 -0.068 -0.053 0.29
H -3.1076 11.3468 -0.1023 0.008 -0.012 0.121 0.22
```
Forces are in eV/Å.

Results
E_LUMO: 0.0142 Ha
Kohn-Sham gap: 0.3826 Eh
maximum force: 1.6 eV/A
HOMO energy: -10.0244 eV
energy relative to the best compared isomer or geometry (same formula, charge and spin): 0.000 eV
total energy: -2045.25082 a.u.